Entry 1:
Density functional theory data (ωB97M-V with the def2-TZVPD basis set) for C21H32AuBN8 as an isolated structure.

XYZ file:
```
63
Properties=species:S:1:pos:R:3:forces:R:3:nbo_charge:R:1
N 0.7811 -0.0501 2.2866 -0.2826 0.0739 0.1569 -0.3454
C -0.6673 3.9799 -1.2737 -0.0122 -0.0776 -0.0286 -0.3706
C -1.4200 3.0366 -1.9404 -0.0721 0.0343 -0.0540 -0.0130
H -3.4644 -4.3449 0.5776 0.0035 0.0096 -0.0195 0.2070
H 2.1890 -3.0181 -0.3045 -0.0515 -0.0218 -0.0086 0.2222
H -2.8886 -2.2179 2.6801 0.0194 -0.0154 -0.0149 0.1969
H 0.1646 2.9192 2.2163 -0.0160 -0.0828 0.0005 0.2113
C 3.0025 -2.4586 -0.7643 0.0364 -0.0185 0.1101 -0.6047
N -1.8561 -1.1348 -0.0492 -0.0537 0.0676 -0.1369 -0.3503
H -0.4849 0.7129 5.2085 -0.0384 0.0201 0.0418 0.2431
C 0.9057 -1.6109 -3.9153 0.0490 -0.0555 0.0552 -0.3613
H 4.8925 -1.8948 -2.6368 0.0147 -0.0291 0.0092 0.2040
H -4.6983 -3.4630 1.4713 -0.0349 0.0219 0.0203 0.2068
H 1.2933 -2.0992 -4.7902 0.0237 -0.0390 -0.0596 0.2267
H 2.3548 4.8671 -0.9519 0.0192 -0.0163 -0.0503 0.2145
H -0.5271 -2.4551 2.0190 0.0283 0.0684 -0.0038 0.2119
H -0.9578 -3.5612 0.7335 -0.0206 -0.0224 -0.0524 0.2163
C 1.4684 -1.5953 -2.6337 0.1687 -0.0400 0.2568 0.1906
N -2.3788 -0.2881 -0.9647 0.1969 -0.1048 0.0415 -0.3370
H 2.7677 -0.0665 2.6785 -0.0445 0.0266 0.0499 0.4277
C -2.8764 -1.6244 0.6433 0.0544 -0.0948 0.1386 0.1430
N 0.6947 -0.8874 -1.8145 -0.3340 0.2656 0.0881 -0.3705
C 3.9328 -1.4218 -2.8495 0.0312 0.0596 -0.0082 -0.5903
C 1.5059 0.4028 4.3316 0.0230 -0.0466 0.0070 -0.0263
H 3.8312 -1.3232 -3.9297 -0.0085 -0.0028 -0.0236 0.2120
B -1.5359 0.4495 -2.0293 -0.2092 0.0708 -0.1277 0.5535
C 1.9250 4.9687 0.0434 0.0049 0.0215 0.0085 -0.5950
C 0.6839 3.8237 1.9043 -0.0017 0.0382 0.0672 -0.5926
H 2.7768 -3.2176 -2.7313 0.0226 0.0766 -0.0041 0.2093
C -3.6704 -3.8197 1.5127 -0.0317 -0.0764 -0.0597 -0.5893
H 2.2526 0.5402 5.0912 0.0271 0.0217 0.0813 0.2303
H -1.2575 0.1403 2.6213 -0.0942 0.0086 -0.0254 0.2454
H -1.0001 -0.6182 -4.5239 -0.0247 -0.0079 -0.0683 0.2244
C -3.7143 -0.2426 -0.8421 -0.0715 0.1297 -0.0173 -0.0128
H -3.5943 -4.5407 2.3277 0.0166 -0.0040 0.0299 0.2025
H -0.7279 5.0479 -1.3684 -0.0033 0.0949 -0.0137 0.2224
H 2.0145 2.8823 0.5164 -0.0493 0.0058 0.0126 0.2077
H 3.0929 -1.5139 -0.2269 0.0147 0.0445 -0.0086 0.2045
H 1.2056 5.7888 0.0145 -0.0427 0.0202 0.0008 0.2006
H -5.0857 -1.2739 0.5343 -0.0673 -0.0124 0.0206 0.2206
N 1.8540 0.0793 3.0740 0.0854 0.0213 -0.1457 -0.3115
C -4.0882 -1.0709 0.1900 0.0277 -0.0330 -0.0755 -0.3666
H -1.1762 -4.0483 2.4200 0.0020 0.0076 0.0293 0.2003
H 1.4741 4.0336 2.6285 0.0190 0.0302 0.0095 0.1981
H 2.7196 5.2572 0.7326 0.0228 -0.0079 0.0284 0.2040
N -0.3699 -0.4404 -2.5430 0.1827 -0.0482 0.2713 -0.3091
Au 0.6916 -0.3477 0.2530 0.4256 -0.3753 -0.4169 0.6970
C 1.2573 3.6750 0.4969 0.0642 -0.0792 -0.0633 -0.2499
H -0.0317 4.6471 1.9376 -0.0377 0.0276 0.0042 0.2048
H -2.2563 0.6713 -2.9728 0.0342 -0.0438 0.0175 -0.0485
C 0.2012 3.2219 -0.4705 0.0763 0.0356 0.0812 0.1528
N -0.0280 1.9276 -0.6430 -0.1190 0.0941 -0.0301 -0.3571
H -2.1993 3.1406 -2.6744 -0.0544 0.0395 -0.0493 0.2149
C 2.7812 -2.2319 -2.2496 -0.0889 -0.1040 -0.1982 -0.2495
C 0.1337 0.4805 4.3628 0.0544 -0.0022 -0.0206 -0.3334
H 3.9305 -3.0150 -0.6200 0.0049 -0.0232 -0.0091 0.2064
N -1.0233 1.8180 -1.5440 0.1978 -0.0870 0.1027 -0.3311
C -0.2470 -0.8738 -3.8007 -0.1288 0.0735 -0.0974 0.0177
H -4.2990 0.3702 -1.5059 -0.0664 0.0271 -0.0302 0.2142
C -1.2507 -3.2109 1.7233 0.0484 -0.0965 0.0507 -0.5991
C -0.2735 0.1908 3.0538 0.1112 -0.0208 0.0404 -0.0101
H 3.9466 -0.4162 -2.4249 -0.0057 0.0172 0.0275 0.2085
C -2.6763 -2.6761 1.7045 -0.0454 0.1354 0.0618 -0.2491
```
Forces are in eV/Å.

The total charge is 0. The value obtained for the HOMO energy is -0.28869 hartree. Its HOMO-LUMO gap is 0.3046 Ha. As for the energy relative to the best compared isomer or geometry (same formula, charge and spin): 3.36 kcal per mole. For the total energy, the calculation gives -38587.947 eV.

---

Entry 2:
Density functional theory data (ωB97M-V with the def2-TZVPD basis set) for C21H32B3N11O3S as an isolated structure at a distorted geometry.

XYZ file:
```
71
Properties=species:S:1:pos:R:3:forces:R:3:mulliken_charge:R:1
H -3.6230 4.8647 3.3791 -0.0022 0.0118 0.0062 0.2939
B 2.2386 -0.8791 1.8325 0.8506 -0.4603 -1.2299 0.6169
C -4.8210 -4.9868 -0.9526 0.0520 -0.0866 -0.0139 -0.5010
C 1.6295 -2.1810 3.4985 0.0485 -0.3135 -0.1512 0.4613
H -4.4654 -4.6153 0.0058 0.0048 0.0595 -0.0099 0.2380
B 3.3773 0.8821 2.5280 1.0618 0.3440 0.5102 0.8233
H 4.2616 4.3770 2.9230 0.0132 -0.0204 -0.0044 0.0307
H -0.4854 -3.6361 -0.6077 -0.0196 0.0045 -0.0917 0.1956
H -0.1196 -1.9631 -1.0392 0.0514 0.0259 -0.0261 0.1882
N 2.1512 -7.4024 -5.1757 0.0654 -0.0494 -0.0588 -0.3786
H 7.2808 3.2872 -0.9255 -0.0067 -0.0369 -0.0050 0.3252
H 7.2149 3.9356 0.7417 0.1563 -0.3112 -0.2897 0.2343
C -3.4574 -0.1318 3.2608 0.0020 0.0333 -0.0150 -0.6409
N -5.4105 -2.7495 -4.0612 0.1352 0.0111 -0.0349 -0.4501
H -4.1009 -0.1672 4.1378 0.0104 0.0018 0.0226 0.3215
N 1.6905 -2.1707 2.2802 0.1384 0.6890 0.6976 -0.3782
H -3.8744 0.5697 2.5397 -0.0073 -0.0204 -0.0380 0.1251
N -4.5222 2.8088 1.1720 -0.0885 -0.1268 -0.0585 -0.4253
H -0.0930 -2.4559 0.6578 -0.0485 -0.0105 0.0615 -0.2613
C -2.0896 -0.9898 -4.1187 -0.0315 -0.0689 0.0159 -0.6319
S 1.5847 -2.1314 5.0573 -0.1138 -0.1972 -0.1855 -0.3505
C 4.0379 6.2439 -0.7078 0.0025 -0.1307 -0.1166 0.4050
N -2.7876 -5.7520 -2.3940 0.0824 -0.0365 -0.0169 -0.4070
H 4.7185 5.6331 4.0908 0.0065 -0.0064 0.0173 0.3193
H -2.4264 3.5539 3.3982 0.0238 -0.0054 -0.0059 0.2163
H 4.2421 5.5499 -2.6745 -0.0090 0.0220 -0.0121 0.3004
C 0.4832 -6.0323 -3.7106 0.0819 -0.0902 -0.1638 -0.3848
C -0.5890 -2.5984 -0.2996 -0.0315 -0.0157 0.3713 0.0619
H -7.0579 -1.6094 -1.6356 0.0084 0.0154 0.0060 0.2743
N -3.1155 -1.9963 -0.0887 -0.1570 0.0069 0.0544 -0.4697
C -2.1171 0.2973 3.6484 -0.1336 -0.1134 0.0170 0.4496
H -3.4167 -1.1199 2.8062 0.0309 0.0123 -0.0431 0.2084
C 6.2444 5.0422 2.7863 -0.1186 0.0895 0.1272 0.4702
N -0.3048 -2.6764 -3.2480 0.0857 -0.0219 -0.2048 -0.4678
N 7.3531 4.8419 2.5650 -0.0503 0.1526 0.2255 -0.5394
H -1.7987 -0.6207 -5.1000 0.0070 0.0018 -0.0112 0.3275
H -0.5380 -6.3454 -3.9163 -0.0260 0.0279 0.0612 0.2623
H -2.3266 4.8288 2.1696 0.0162 0.0066 0.0006 0.2542
N -1.0615 0.6326 3.9506 -0.1780 -0.0951 0.2969 -0.4690
H 3.0316 4.6957 -1.6988 0.0076 -0.0461 0.0156 0.2453
C -7.4219 -1.9769 -2.5932 0.0881 -0.0189 -0.0269 -0.8417
H 7.7501 2.2638 0.4454 -0.0156 -0.0019 0.0422 0.3483
H 4.7551 4.4070 -1.4180 -0.0670 -0.0144 -0.0030 -0.0094
C 5.6886 2.6141 0.2561 0.1621 -0.0826 -0.1193 0.4092
C -2.0015 -2.2598 -0.1789 0.1532 -0.0583 -0.0786 0.3363
B 1.1188 1.0006 2.0083 0.6819 0.3972 -0.3124 0.6338
H -5.3550 -4.1914 -1.4661 0.0447 0.0385 -0.0198 -0.1054
C 4.0158 5.1581 -1.6850 0.0224 0.1361 0.0051 -0.5305
H 0.5793 -4.9718 -3.9305 -0.0253 0.0247 0.0437 0.1495
O 1.5132 0.0275 1.0835 -1.2412 -0.7981 0.7260 -0.4746
N 4.5934 2.2864 0.3549 -0.1360 0.1187 -0.2052 -0.4311
H -3.0551 -1.4893 -4.1936 -0.0061 -0.0201 0.0067 0.0994
C -3.8570 3.4291 1.8699 0.1580 0.1479 0.1366 0.3507
N 4.0552 7.0961 0.0596 0.0083 0.0104 0.1035 -0.4502
C 7.0720 3.0485 0.1170 -0.0497 0.1677 -0.0641 -0.8547
O 2.1429 1.4604 2.8231 -0.1698 -0.5319 -0.5637 -0.5849
C 1.4178 -6.8000 -4.5314 -0.1035 0.0849 0.1200 0.1394
H 4.3508 1.5361 2.6087 0.0811 -0.0419 0.4610 -0.1684
C -3.6852 -5.4174 -1.7636 -0.1029 0.0994 0.0765 0.3955
O 3.5060 -0.4654 2.1961 -1.0257 0.5684 0.3973 -0.4960
H 0.6973 -6.1969 -2.6568 -0.0208 0.0005 0.0175 0.2447
H -7.9643 -1.1809 -3.0984 -0.0133 0.0105 0.0024 0.3386
H -2.1720 -0.1513 -3.4298 -0.0046 -0.0011 0.0191 0.2812
H 4.4542 6.0581 2.3871 0.0335 0.0085 -0.0259 0.1976
C -6.2941 -2.4057 -3.4164 -0.1548 0.0508 0.0870 0.4027
H -8.0943 -2.8154 -2.4241 -0.0155 -0.0035 -0.0048 0.2838
C 4.8335 5.2935 3.0635 0.0073 -0.0074 -0.0015 -0.4505
H 0.0101 1.3485 2.0968 -0.0377 0.4987 -0.3563 -0.1948
C -1.0888 -1.9328 -3.6323 -0.1342 0.0640 -0.1231 0.4250
H -5.4961 -5.8241 -0.7852 0.0111 -0.0239 -0.0196 0.3388
C -3.0065 4.2176 2.7589 -0.0488 -0.0755 -0.0400 -0.6758
```
Forces are in eV/Å.

The total charge is 0. The value obtained for the HOMO energy is -0.36392 hartree. Its HOMO-LUMO gap is 0.3723 Ha. As for the energy relative to the best compared isomer or geometry (same formula, charge and spin): 16.90 kcal per mole. For the total energy, the calculation gives -57698.079 eV.

---

What is the HOMO energy in the second record?
-0.36392 hartree